C3H4O2 | the ωB97M-V functional and the def2-TZVPD basis

```
9
Properties=species:S:1:pos:R:3
C 0.788 -0.487 -0.709
C -0.489 0.199 -0.327
C -0.703 0.507 1.153
H 1.658 0.089 -0.381
H 0.817 -0.617 -1.795
H 0.854 -1.453 -0.208
H -1.677 0.985 1.366
O -1.371 0.513 -1.095
O 0.124 0.264 1.997
```

As for the SMILES: CC(=O)C=O. The energy relative to the best compared isomer or geometry (same formula, charge and spin) is 65.2 kJ/mol.